Entry 1:
Below is 2 unconnected molecules or ions with the total composition C3H9N2, with properties calculated with the ωB97M-V functional and the def2-TZVPD basis.

The geometry in XYZ format:
```
14
C3H9N2 | the Open Molecules 2025 dataset | the ωB97M-V functional and the def2-TZVPD basis
N -0.77 -2.07 0.41
N 0.64 0.29 -0.14
C -1.15 1.84 -0.07
C 1.83 0.02 -0.47
C 0.15 1.62 0.05
H -1.51 2.85 0.06
H 2.13 -1.02 -0.56
H -1.07 -2.41 -0.49
H 2.55 0.81 -0.66
H -0.24 -2.82 0.85
H -1.87 1.07 -0.30
H -1.62 -1.97 0.97
H 0.91 2.35 0.28
H 0.02 -0.56 0.08
```

Summary:
Energy relative to the best compared isomer or geometry (same formula, charge and spin): 28.5 kcal/mol
Charge: +1

Entry 2:
Below is a molecular structure, C37H58F3N10O11PSTl at a distorted geometry, with properties calculated with the ωB97M-V functional and the def2-TZVPD basis.

The geometry in XYZ format:
```
122
C37H58F3N10O11PSTl | the Open Molecules 2025 dataset | the ωB97M-V functional and the def2-TZVPD basis
Tl -0.20 -0.76 -2.18
S 1.32 -3.37 -3.61
P -0.38 2.24 3.32
F 2.81 -5.43 -3.83
F 3.07 -4.09 -5.51
F 4.02 -3.55 -3.59
O -1.02 -2.29 0.50
O 2.16 -0.61 0.04
O 1.31 -2.00 -4.21
O -0.93 0.92 2.81
O -2.90 -1.28 -3.22
O -0.06 2.75 -2.59
O -1.22 3.54 2.79
O 1.42 -3.26 -2.11
O 0.30 -4.38 -4.10
O 0.19 3.31 2.21
O 0.33 2.34 4.57
N -3.78 -0.06 2.98
N 3.69 -2.27 0.26
N -1.98 5.52 -3.39
N -1.18 1.86 -4.35
N -0.68 -3.20 2.53
N 2.00 -0.65 3.82
N -2.58 1.82 -0.23
N 4.48 1.99 -2.10
N -3.56 -2.79 -1.74
N 3.35 2.94 5.18
C 5.12 0.72 -3.77
C -4.14 3.18 -0.80
C 3.90 2.29 4.17
C 2.80 -2.55 4.55
C -3.55 1.08 -0.83
C 3.86 2.43 6.37
C -5.09 -1.14 4.33
C -2.60 -3.81 -2.02
C 4.06 1.36 -3.22
C -0.58 -3.04 3.96
C 4.92 1.46 4.59
C -1.09 -4.53 2.06
C 6.24 0.96 -2.91
C -2.90 3.10 -0.17
C 2.61 -1.79 3.43
C -0.66 -2.19 1.68
C 3.90 -3.68 -0.10
C 4.81 -1.28 0.20
C -3.68 -1.66 -2.40
C -4.93 0.63 3.03
C -2.71 6.56 -3.00
C -1.07 2.24 -3.06
C 2.97 -4.15 -4.19
C -0.19 1.88 -5.35
C 1.73 -0.67 5.17
C 4.85 1.51 6.00
C 2.43 -1.80 0.02
C -5.79 -0.01 3.87
C -2.16 5.37 -4.75
C -2.98 6.37 -5.21
C -2.44 1.20 -4.71
C -4.44 -3.06 -0.66
C -4.60 1.89 -1.16
C 5.82 1.73 -1.84
C 2.23 -1.84 5.69
C -3.34 7.11 -4.11
C -3.83 -1.11 3.78
H 2.14 -2.13 6.72
H -0.28 -1.99 4.17
H -2.00 2.14 -2.52
H -5.55 1.58 -1.62
H -2.18 -4.72 2.28
H 1.55 0.07 3.26
H 1.21 0.14 5.62
H -3.24 6.59 -6.24
H 4.37 -0.39 0.72
H 0.31 0.87 -5.50
H 3.49 2.72 7.34
H -2.93 0.29 2.51
H -2.91 6.77 -1.94
H -1.51 4.82 -2.82
H -5.34 -1.78 5.17
H 0.32 -3.62 4.39
H -1.69 4.51 -5.19
H 3.83 2.51 -1.47
H -2.87 1.68 -5.63
H 5.47 0.84 3.97
H 0.51 2.64 -5.03
H -6.76 0.46 4.09
H 2.98 1.34 -3.44
H -0.67 2.16 -6.29
H 3.26 -3.46 4.49
H -4.62 -4.11 -0.64
H -4.75 4.04 -0.88
H -3.01 -4.79 -2.26
H 5.71 -1.66 0.70
H 2.49 3.46 5.02
H 2.95 -4.02 -0.55
H 4.59 -3.64 -0.93
H 3.62 2.52 3.14
H -4.04 7.94 -4.09
H -1.91 -3.90 -1.15
H -5.04 1.53 2.41
H -4.09 -2.63 0.26
H -4.63 -1.23 -2.38
H -2.10 3.77 0.14
H 3.05 -1.90 2.48
H 5.10 0.17 -4.68
H 6.38 1.98 -0.92
H 7.25 0.64 -3.05
H 1.69 -2.52 0.02
H -1.70 1.48 0.17
H 4.21 -4.25 0.74
H -3.46 0.00 -0.92
H -2.25 0.14 -4.92
H -1.44 -3.28 4.53
H -0.47 -1.21 2.13
H 5.07 -0.95 -0.79
H -0.88 -4.58 0.97
H -3.05 -1.86 3.91
H -3.24 1.25 -3.97
H 5.47 0.91 6.67
H -1.94 -3.57 -2.90
H -5.37 -2.51 -0.78
H -0.52 -5.26 2.62
```

Summary:
Total energy: -4031.56318 Eh
Charge: -1